Computed, not measured: a cluster of 12 separate species, C45H96O36S3 in total, with the ωB97M-V functional and the def2-TZVPD basis.

Each atom is followed by the atoms it is bonded to, with distances in Å.
Element x y z (Å)
1 C 3.884 5.720 -3.023  C2 1.505, H8 1.086, H9 1.112, H10 1.106
2 C 3.655 4.282 -3.404  C1 1.505, O3 1.452, H11 1.079, H12 1.086
3 O 3.726 4.068 -4.838  C2 1.452, C4 1.327
4 C 4.910 3.841 -5.391  O3 1.327, O5 1.215, O6 1.348
5 O 6.003 3.827 -4.860  C4 1.215
6 O 4.697 3.786 -6.721  C4 1.348, C7 1.443
7 C 5.915 3.449 -7.416  O6 1.443, H13 1.074, H14 1.094, H15 1.107
8 H 3.106 6.096 -2.364  C1 1.086
9 H 3.816 6.360 -3.929  C1 1.112
10 H 4.858 5.916 -2.535  C1 1.106
11 H 2.746 3.797 -3.084  C2 1.079
12 H 4.466 3.696 -2.985  C2 1.086
13 H 6.428 2.651 -6.910  C7 1.074
14 H 6.623 4.280 -7.344  C7 1.094
15 H 5.700 3.193 -8.472  C7 1.107
16 C -3.946 -9.065 0.574  C17 1.517, H23 1.099, H24 1.104, H25 1.093
17 C -2.555 -8.518 0.836  C16 1.517, O18 1.427, H26 1.087, H27 1.101
18 O -2.641 -7.142 1.204  C17 1.427, C19 1.291
19 C -1.764 -6.621 1.995  O18 1.291, O20 1.242, O21 1.335
20 O -0.702 -7.117 2.405  C19 1.242
21 O -2.185 -5.407 2.354  C19 1.335, C22 1.412
22 C -1.437 -4.676 3.303  O21 1.412, H28 1.103, H29 1.063, H30 1.088
23 H -4.469 -8.559 -0.249  C16 1.099
24 H -4.505 -8.874 1.507  C16 1.104
25 H -3.911 -10.151 0.457  C16 1.093
26 H -1.833 -8.553 0.023  C17 1.087
27 H -2.137 -9.018 1.723  C17 1.101
28 H -1.288 -5.317 4.189  C22 1.103
29 H -1.951 -3.785 3.567  C22 1.063
30 H -0.453 -4.429 2.910  C22 1.088
31 C -4.671 -0.636 -4.623  C32 1.498, H38 1.105, H39 1.091, H40 1.101
32 C -4.207 -1.503 -3.492  C31 1.498, O33 1.385, H41 1.095, H42 1.097
33 O -3.326 -0.710 -2.776  C32 1.385, C34 1.339
34 C -2.955 -1.118 -1.555  O33 1.339, O35 1.208, O36 1.372
35 O -2.116 -0.543 -0.903  C34 1.208
36 O -3.627 -2.262 -1.209  C34 1.372, C37 1.427
37 C -3.316 -2.946 0.005  O36 1.427, H43 1.090, H44 1.107, H45 1.080
38 H -5.295 -1.263 -5.284  C31 1.105
39 H -3.788 -0.400 -5.220  C31 1.091
40 H -5.151 0.293 -4.277  C31 1.101
41 H -3.672 -2.414 -3.780  C32 1.095
42 H -5.020 -1.776 -2.808  C32 1.097
43 H -3.788 -2.440 0.848  C37 1.090
44 H -2.231 -2.945 0.223  C37 1.107
45 H -3.613 -3.983 -0.026  C37 1.080
46 C 3.070 -1.129 -2.193  C47 1.539, H53 1.110, H54 1.075, H55 1.113
47 C 1.975 -2.013 -1.570  C46 1.539, O48 1.414, H56 1.101, H57 1.086
48 O 2.672 -2.905 -0.722  C47 1.414, C49 1.320
49 C 2.038 -3.893 -0.119  O48 1.320, O50 1.220, O51 1.327
50 O 0.839 -4.108 -0.191  C49 1.220
51 O 2.956 -4.625 0.499  C49 1.327, C52 1.419
52 C 2.630 -5.608 1.469  O51 1.419, H58 1.106, H59 1.093, H60 1.095
53 H 2.660 -0.182 -2.603  C46 1.110
54 H 3.552 -1.671 -2.985  C46 1.075
55 H 3.689 -0.834 -1.316  C46 1.113
56 H 1.418 -2.588 -2.326  C47 1.101
57 H 1.305 -1.433 -0.941  C47 1.086
58 H 2.830 -5.311 2.515  C52 1.106
59 H 3.008 -6.613 1.264  C52 1.093
60 H 1.549 -5.781 1.460  C52 1.095
61 C 5.230 0.552 -4.068  C62 1.513, H68 1.086, H69 1.093, H70 1.111
62 C 5.082 -0.131 -5.410  C61 1.513, O63 1.498, H71 1.078, H72 1.095
63 O 6.311 -0.855 -5.867  C62 1.498, C64 1.347
64 C 6.584 -2.066 -5.344  O63 1.347, O65 1.254, O66 1.304
65 O 5.754 -2.874 -4.862  C64 1.254
66 O 7.844 -2.333 -5.550  C64 1.304, C67 1.382
67 C 8.339 -3.585 -5.238  O66 1.382, H73 1.092, H74 1.096, H75 1.099
68 H 4.236 0.888 -3.789  C61 1.086
69 H 5.895 1.406 -4.218  C61 1.093
70 H 5.544 -0.213 -3.325  C61 1.111
71 H 4.863 0.533 -6.230  C62 1.078
72 H 4.334 -0.929 -5.381  C62 1.095
73 H 7.540 -4.324 -5.153  C67 1.092
74 H 8.977 -3.626 -4.347  C67 1.096
75 H 8.965 -3.893 -6.086  C67 1.099
76 C -9.309 1.446 1.516  C77 1.505, H83 1.079, H84 1.097, H85 1.085
77 C -8.057 0.683 1.172  C76 1.505, O78 1.418, H86 1.080, H87 1.113
78 O -7.082 1.679 0.910  C77 1.418, C79 1.335
79 C -5.817 1.251 0.889  O78 1.335, O80 1.259, O81 1.350
80 O -5.460 0.082 1.190  C79 1.259
81 O -5.050 2.330 0.623  C79 1.350, C82 1.453
82 C -3.607 2.245 0.764  O81 1.453, H88 1.088, H89 1.100, H90 1.093
83 H -9.773 1.908 0.659  C76 1.079
84 H -8.913 2.245 2.154  C76 1.097
85 H -10.094 0.867 1.991  C76 1.085
86 H -8.181 -0.052 0.391  C77 1.080
87 H -7.631 0.148 2.049  C77 1.113
88 H -3.325 1.787 1.710  C82 1.088
89 H -3.274 3.290 0.676  C82 1.100
90 H -3.234 1.652 -0.075  C82 1.093
91 C -0.479 5.630 0.594  C92 1.514, H98 1.057, H99 1.089, H100 1.089
92 C 0.866 5.478 1.272  C91 1.514, O93 1.431, H101 1.093, H102 1.082
93 O 1.754 6.394 0.622  C92 1.431, C94 1.328
94 C 3.047 6.340 0.921  O93 1.328, O95 1.239, O96 1.340
95 O 3.565 5.456 1.617  C94 1.239
96 O 3.699 7.306 0.261  C94 1.340, C97 1.433
97 C 5.129 7.203 0.278  O96 1.433, H103 1.061, H104 1.090, H105 1.084
98 H -1.210 5.260 1.262  C91 1.057
99 H -0.535 4.993 -0.288  C91 1.089
100 H -0.554 6.665 0.265  C91 1.089
101 H 1.298 4.474 1.233  C92 1.093
102 H 0.779 5.676 2.332  C92 1.082
103 H 5.497 7.941 -0.389  C97 1.061
104 H 5.459 6.223 -0.066  C97 1.090
105 H 5.478 7.408 1.284  C97 1.084
106 C -2.611 2.352 4.386  C107 1.510, H113 1.102, H114 1.085, H115 1.099
107 C -1.911 2.245 5.720  C106 1.510, O108 1.415, H116 1.099, H117 1.087
108 O -2.732 1.629 6.693  C107 1.415, C109 1.346
109 C -3.016 2.342 7.799  O108 1.346, O110 1.228, O111 1.283
110 O -2.715 3.525 7.931  C109 1.228
111 O -3.647 1.619 8.651  C109 1.283, C112 1.427
112 C -3.952 2.218 9.910  O111 1.427, H118 1.073, H119 1.107, H120 1.073
113 H -2.976 1.353 4.100  C106 1.102
114 H -1.867 2.684 3.669  C106 1.085
115 H -3.438 3.068 4.489  C106 1.099
116 H -1.580 3.231 6.074  C107 1.099
117 H -1.022 1.648 5.535  C107 1.087
118 H -4.421 3.172 9.768  C112 1.073
119 H -3.063 2.421 10.538  C112 1.107
120 H -4.481 1.474 10.474  C112 1.073
121 C -1.131 -1.019 2.245  C122 1.514, H128 1.101, H129 1.091, H130 1.093
122 C -0.009 -0.094 2.668  C121 1.514, O123 1.466, H131 1.087, H132 1.098
123 O 1.016 0.018 1.627  C122 1.466, C124 1.290
124 C 0.997 1.073 0.886  O123 1.290, O125 1.232, O126 1.345
125 O 0.360 2.109 1.085  C124 1.232
126 O 1.746 0.867 -0.212  C124 1.345, C127 1.430
127 C 2.202 2.079 -0.817  O126 1.430, H133 1.107, H134 1.091, H135 1.109
128 H -1.697 -0.631 1.385  C121 1.101
129 H -1.745 -1.398 3.063  C121 1.091
130 H -0.636 -1.901 1.831  C121 1.093
131 H 0.493 -0.359 3.595  C122 1.087
132 H -0.369 0.935 2.789  C122 1.098
133 H 3.023 1.847 -1.522  C127 1.107
134 H 2.554 2.780 -0.058  C127 1.091
135 H 1.406 2.549 -1.429  C127 1.109
136 O -5.109 -3.211 5.545  S137 1.431
137 S -4.584 -2.424 4.471  O136 1.431, O138 1.413, O139 1.524, C142 1.717
138 O -3.195 -2.161 4.503  S137 1.413
139 O -4.858 -3.118 3.143  S137 1.524, C140 1.493
140 C -6.110 -3.906 2.942  O139 1.493, C141 1.480, H143 1.129, H144 1.104
141 C -5.650 -5.310 2.852  C140 1.480, H145 1.076, H146 1.082, H147 1.142
142 C -5.444 -0.946 4.317  S137 1.717, H148 1.075, H149 1.105, H150 1.109
143 H -6.533 -3.537 1.963  C140 1.129
144 H -6.887 -3.738 3.709  C140 1.104
145 H -5.061 -5.605 3.703  C141 1.076
146 H -5.055 -5.430 1.956  C141 1.082
147 H -6.578 -5.973 2.792  C141 1.142
148 H -5.182 -0.399 5.205  C142 1.075
149 H -6.527 -1.103 4.165  C142 1.105
150 H -5.074 -0.439 3.404  C142 1.109
151 O 6.742 0.910 1.059  S152 1.428
152 S 5.467 1.506 0.814  O151 1.428, O153 1.426, O154 1.556, C157 1.688
153 O 5.069 1.723 -0.538  S152 1.426
154 O 4.364 0.622 1.465  S152 1.556, C155 1.408
155 C 4.483 -0.373 2.454  O154 1.408, C156 1.475, H158 1.112, H159 1.088
156 C 3.814 -1.625 2.055  C155 1.475, H160 1.093, H161 1.087, H162 1.078
157 C 5.388 2.941 1.699  S152 1.688, H163 1.085, H164 1.098, H165 1.104
158 H 4.021 0.036 3.379  C155 1.112
159 H 5.539 -0.505 2.681  C155 1.088
160 H 4.336 -2.103 1.221  C156 1.093
161 H 2.776 -1.469 1.773  C156 1.087
162 H 3.953 -2.353 2.839  C156 1.078
163 H 4.392 3.370 1.730  C157 1.085
164 H 6.127 3.561 1.176  C157 1.098
165 H 5.735 2.746 2.729  C157 1.104
166 O 1.107 2.349 -6.616  S167 1.406
167 S 1.023 1.303 -5.680  O166 1.406, O168 1.395, O169 1.536, C172 1.750
168 O 2.157 0.891 -4.980  S167 1.395
169 O -0.063 1.770 -4.701  S167 1.536, C170 1.472
170 C -0.396 1.245 -3.366  O169 1.472, C171 1.453, H173 1.071, H174 1.089
171 C -0.920 2.319 -2.540  C170 1.453, H175 1.092, H176 1.111, H177 1.088
172 C 0.330 -0.104 -6.456  S167 1.750, H178 1.124, H179 1.107, H180 1.104
173 H 0.497 0.770 -3.016  C170 1.071
174 H -1.164 0.485 -3.498  C170 1.089
175 H -1.277 1.783 -1.659  C171 1.092
176 H -1.753 2.724 -3.154  C171 1.111
177 H -0.291 3.127 -2.173  C171 1.088
178 H 1.152 -0.276 -7.204  C172 1.124
179 H -0.583 0.166 -7.021  C172 1.107
180 H 0.392 -1.028 -5.854  C172 1.104

Properties
**Calculated total energy**: -5675.41191 hartree
**SMILES**: CCOS(C)(=O)=O.CCOS(C)(=O)=O.CCOS(C)(=O)=O.CCOC(=O)OC.CCOC(=O)OC.CCOC(=O)OC.CCOC(=O)OC.CCOC(=O)OC.CCOC(=O)OC.CCOC(=O)OC.CCOC(=O)OC.CCOC(=O)OC
**Orbital gap**: 10.3 eV
**Largest force on an atom**: 4.0 eV/Å